[1]
C22H49N2O2P3Ru | ωB97M-V/def2-TZVPD

- net charge = +3
- energy relative to the best compared isomer or geometry (same formula, charge and spin) (kcal per mole) = 0.0
- 2S+1 = 6
- <S²> = 8.81
- HOMO energy (alpha / beta) (eV) = -13.3 / -15.7

```
79
C22H49N2O2P3Ru (ωB97M-V/def2-TZVPD)
Ru -0.674 -0.020 0.099
P -2.188 -0.952 1.521
P 0.573 -1.761 -0.477
P -1.854 0.266 -1.748
H 1.768 1.268 0.008
C 0.809 1.464 -0.486
C -0.219 2.085 0.309
H 0.075 2.365 1.326
C -1.777 -1.167 3.289
C -2.766 -2.617 1.033
C -3.636 0.155 1.569
C 1.994 -1.181 -1.453
C 1.327 -2.593 0.952
C -0.236 -3.088 -1.434
C -2.764 1.837 -1.963
C -3.179 -0.963 -2.048
C -0.852 0.162 -3.275
H 0.894 1.707 -1.551
H -0.975 2.723 -0.164
H -1.527 -0.201 3.753
H -0.888 -1.806 3.404
H -2.631 -1.608 3.828
H -1.928 -3.327 1.075
H -3.162 -2.600 0.009
H -3.561 -2.968 1.706
H -3.307 1.150 1.902
H -4.393 -0.220 2.271
H -4.085 0.253 0.573
H 2.561 -2.026 -1.860
H 2.646 -0.584 -0.802
H 1.658 -0.545 -2.280
H 1.817 -3.528 0.644
H 0.564 -2.825 1.708
H 2.081 -1.929 1.396
H 0.481 -3.905 -1.591
H -0.576 -2.723 -2.409
H -1.099 -3.484 -0.886
H -3.427 1.743 -2.832
H -2.059 2.658 -2.127
H -3.364 2.057 -1.074
H -3.677 -0.715 -2.995
H -3.920 -0.937 -1.241
H -2.760 -1.973 -2.120
H -1.467 0.485 -4.125
H -0.501 -0.860 -3.458
H 0.018 0.823 -3.201
C 2.366 0.040 -6.218
C 3.487 0.283 -7.045
C 3.757 1.606 -7.410
C 2.912 2.645 -6.997
C 1.745 2.363 -6.273
C 1.442 1.045 -5.931
O 2.169 -1.144 -5.561
H 2.892 -1.757 -5.786
H 4.122 -0.545 -7.357
H 4.635 1.828 -8.019
H 3.155 3.679 -7.247
H 1.060 3.154 -5.970
H 0.527 0.774 -5.404
C -0.919 2.485 4.091
N -0.003 1.680 4.883
C 0.338 2.233 6.175
C 0.841 0.802 4.217
O 0.922 0.787 2.974
N 1.608 -0.092 4.940
C 1.391 -0.534 6.311
C 2.341 -0.987 4.080
H -0.445 3.377 3.658
H -1.744 2.823 4.727
H -1.321 1.891 3.267
H -0.135 1.658 6.985
H 1.427 2.245 6.334
H -0.042 3.259 6.222
H 1.869 -1.509 6.421
H 1.878 0.128 7.038
H 0.326 -0.659 6.561
H 1.654 -1.592 3.475
H 2.972 -0.421 3.391
H 2.959 -1.641 4.692
```

These are the Löwdin partial charges, in e, on atoms 1 to 6: 0.52, 0.66, 0.65, 0.66, 0.05, -0.27



[2]
C6H18FNa2O8P2 | ωB97M-V/def2-TZVPD

- net charge = +1
- energy relative to the best compared isomer or geometry (same formula, charge and spin) (kcal per mole) = 0.0
- HOMO energy (eV) = -13.4

```
37
C6H18FNa2O8P2 (ωB97M-V/def2-TZVPD)
Na 1.361 3.219 -1.722
Na 0.428 -0.692 -2.969
F 1.318 1.409 -3.080
C -2.426 -1.845 1.659
O -2.161 -0.538 1.101
P -2.365 -0.288 -0.412
O -1.258 -0.732 -1.288
O -3.722 -1.019 -0.686
C -4.162 -1.253 -2.053
O -2.692 1.232 -0.507
C -2.070 2.115 -1.434
H -1.991 -2.613 1.020
H -3.499 -1.992 1.715
H -1.983 -1.871 2.643
H -5.088 -0.706 -2.228
H -4.348 -2.315 -2.195
H -3.429 -0.926 -2.794
H -1.453 2.811 -0.867
H -2.875 2.650 -1.923
H -1.446 1.582 -2.143
C 3.765 -0.028 -0.808
O 3.434 0.273 0.597
P 1.988 0.751 0.962
O 1.613 2.025 0.336
O 1.011 -0.416 0.638
C 1.388 -1.752 0.964
O 2.030 0.725 2.511
C 3.014 1.552 3.197
H 4.291 0.810 -1.248
H 2.863 -0.181 -1.419
H 4.310 -0.966 -0.818
H 0.631 -2.174 1.627
H 2.344 -1.810 1.472
H 1.393 -2.362 0.060
H 3.074 2.554 2.756
H 4.008 1.113 3.113
H 2.701 1.658 4.226
```

These are the Löwdin partial charges, in e, on atoms 1 to 6: 0.67, 0.65, -0.63, -0.05, -0.18, 0.32



[3]
C3H7N3O | ωB97M-V/def2-TZVPD

- net charge = +2
- energy relative to the best compared isomer or geometry (same formula, charge and spin) (kcal per mole) = 22.3
- 2S+1 = 3
- <S²> = 2.01
- HOMO energy (alpha / beta) (eV) = -18.2 / -21.5

```
14
C3H7N3O (ωB97M-V/def2-TZVPD)
C -1.004 0.648 0.103
C -2.304 1.046 -0.214
C 2.332 0.906 -1.294
N 0.109 0.309 0.228
N 1.350 0.053 0.638
N 2.472 0.313 0.000
O 3.460 0.079 0.565
H -3.138 0.226 -0.066
H -2.442 1.488 -1.238
H -2.643 1.939 0.386
H 3.147 1.373 -1.793
H 1.448 1.608 -1.272
H 2.088 0.191 -2.152
H 1.335 -0.381 1.546
```

These are the Löwdin partial charges, in e, on atoms 1 to 6: 0.15, 0.05, 0.06, 0.27, 0.25, -0.28



[4]
CHAlLiO | ωB97M-V/def2-TZVPD

- net charge = +1
- energy relative to the best compared isomer or geometry (same formula, charge and spin) (kcal per mole) = 0.0
- HOMO energy (eV) = -12.7

```
5
CHAlLiO (ωB97M-V/def2-TZVPD)
H 0.792 -0.429 0.360
Al 1.581 1.106 0.992
O -1.135 -0.067 -0.820
C -0.363 0.327 -1.591
Li -0.875 -0.938 1.058
```

Here is what Löwdin gives for the atomic charges, in e: -0.31, 0.67, -0.13, 0.07, 0.70



[5]
C5H11P | ωB97M-V/def2-TZVPD

- SMILES = C#[PH]C.C=CC
- energy relative to the best compared isomer or geometry (same formula, charge and spin) (kcal per mole) = 110.0
- HOMO energy (eV) = -8.7

```
17
C5H11P (ωB97M-V/def2-TZVPD)
C 1.044 -0.705 -1.758
P 1.142 -2.020 -0.796
C -0.463 -2.177 0.090
H 1.984 -0.550 -2.376
H 2.194 -2.486 0.167
H -1.182 -1.817 -0.627
H -0.177 -1.480 1.039
H -0.574 -3.210 0.383
C 0.876 1.248 0.416
C -0.240 1.666 0.956
C -1.451 1.896 0.198
H 1.612 0.814 1.056
H 0.842 0.844 -0.683
H -0.313 2.083 1.925
H -1.868 2.896 0.352
H -2.251 1.164 0.463
H -1.175 1.834 -0.803
```

These are the Löwdin partial charges, in e, on atoms 1 to 6: -0.36, 0.70, -0.33, -0.03, -0.02, 0.02



[6]
C2H2N2O2 | ωB97M-V/def2-TZVPD

- SMILES = Oc1cnon1
- energy relative to the best compared isomer or geometry (same formula, charge and spin) (kcal per mole) = 69.7
- HOMO energy (eV) = -10.6

```
8
C2H2N2O2 (ωB97M-V/def2-TZVPD)
O -1.743 -0.052 -0.050
C -0.415 -0.125 0.001
C 0.478 0.919 0.003
N 1.681 0.428 -0.008
O 1.540 -0.904 -0.019
N 0.231 -1.233 -0.045
H -2.072 -0.991 0.215
H 0.299 1.958 -0.098
```

These are the Löwdin partial charges, in e, on atoms 1 to 6: 0.08, -0.46, -0.06, 0.09, -0.07, 0.13



[7]
C3H6N3O | ωB97M-V/def2-TZVPD

- net charge = +1
- energy relative to the best compared isomer or geometry (same formula, charge and spin) (kcal per mole) = 52.7
- 2S+1 = 3
- <S²> = 2.01
- HOMO energy (alpha / beta) (eV) = -11.6 / -15.8

```
13
C3H6N3O (ωB97M-V/def2-TZVPD)
C -0.011 -1.172 0.095
C 1.349 -1.173 -0.034
C -1.778 0.588 0.096
N 0.608 0.854 -0.150
N -0.436 0.103 -0.026
N 1.765 0.147 -0.019
O 2.881 0.638 -0.019
H -0.671 -2.043 0.023
H 2.116 -1.945 0.118
H -2.026 1.559 -0.510
H -2.389 -0.225 -0.413
H -1.912 0.782 1.187
H 0.504 1.887 -0.348
```

These are the Löwdin partial charges, in e, on atoms 1 to 6: 0.00, 0.08, 0.03, 0.13, -0.15, -0.24



[8]
C6H14NO2 | ωB97M-V/def2-TZVPD

- net charge = +1
- energy relative to the best compared isomer or geometry (same formula, charge and spin) (kcal per mole) = 99.2
- HOMO energy (alpha / beta) (eV) = -10.8 / -12.0

```
23
C6H14NO2 (ωB97M-V/def2-TZVPD)
C -1.683 -1.184 0.105
C -0.215 -1.483 0.217
C -2.212 0.187 0.686
C 0.522 0.771 0.250
C 0.581 1.876 -0.628
C 2.154 -0.996 -0.317
N 0.738 -0.564 -0.396
O -2.805 0.932 -0.275
O 1.098 0.793 1.521
H -1.965 -0.952 -0.973
H -2.255 -2.044 0.423
H 0.024 -1.611 1.267
H 0.069 -2.440 -0.307
H -2.131 0.456 1.817
H 1.106 1.734 -1.552
H 1.111 2.814 -0.394
H -0.539 2.040 -0.903
H 2.446 -2.118 -0.478
H 2.648 -0.498 -1.050
H 2.348 -0.886 0.686
H 0.654 -0.398 -1.381
H -3.031 1.839 0.058
H 1.338 1.730 1.627
```

These are the Löwdin partial charges, in e, on atoms 1 to 6: -0.13, -0.15, -0.14, -0.34, -0.03, 0.04



[9]
C3H3NOS | ωB97M-V/def2-TZVPD

- SMILES = CSC(=O)C#N
- energy relative to the best compared isomer or geometry (same formula, charge and spin) (kcal per mole) = 21.9
- HOMO energy (eV) = -10.0

```
9
C3H3NOS (ωB97M-V/def2-TZVPD)
C 1.546 -0.270 -0.052
S -0.051 -1.018 -0.080
C -0.973 0.568 0.006
O -0.406 1.631 0.046
C -2.330 0.044 -0.024
N -3.307 -0.521 -0.031
H 1.865 -0.170 1.001
H 1.393 0.737 -0.432
H 2.263 -1.000 -0.433
```

These are the Löwdin partial charges, in e, on atoms 1 to 6: -0.41, 0.93, -0.64, 0.05, -0.25, 0.19



[10]
C6H16O5PYb | ωB97M-V/def2-TZVPD

- net charge = +1
- HOMO energy (eV) = -9.6

```
29
C6H16O5PYb (ωB97M-V/def2-TZVPD)
O 1.920 -0.688 2.058
C 2.222 -1.299 0.871
C 1.551 -0.843 -0.408
O 2.359 0.227 -0.834
C 1.592 1.428 -0.924
O 1.164 1.656 0.368
C -0.185 2.174 0.459
P -1.570 0.884 0.717
O -1.333 0.331 -0.960
C -1.880 -0.929 -1.209
C -3.043 -1.125 -0.237
O -2.796 -0.317 0.867
H 1.477 0.164 1.891
H 2.045 -2.390 1.000
H 3.293 -1.063 0.640
H 0.514 -0.566 -0.149
H 1.479 -1.629 -1.190
H 2.263 2.192 -1.315
H 0.734 1.255 -1.574
H -0.207 2.822 1.341
H -0.387 2.781 -0.424
H -2.491 1.898 0.274
H -1.779 1.223 2.088
H -0.544 -0.108 1.147
H -2.229 -0.988 -2.246
H -1.124 -1.723 -1.066
H -3.105 -2.177 0.069
H -4.002 -0.871 -0.712
Yb 4.060 -2.321 -0.541
```

These are the Löwdin partial charges, in e, on atoms 1 to 6: 0.03, -0.38, -0.26, -0.15, -0.22, -0.17



[11]
C55H46N6S2SiTl | ωB97M-V/def2-TZVPD

- net charge = -1
- energy relative to the best compared isomer or geometry (same formula, charge and spin) (kcal per mole) = 59.7
- HOMO energy (eV) = -3.2

```
111
C55H46N6S2SiTl (ωB97M-V/def2-TZVPD)
Tl 0.879 0.419 -0.518
C 1.299 3.964 1.360
C 2.034 2.883 2.087
C 2.389 3.066 3.426
C 3.117 2.089 4.077
C 3.534 0.986 3.355
C 3.160 0.887 2.019
N 2.387 1.790 1.421
C 3.727 -0.184 1.180
C 5.096 -0.452 1.261
C 5.622 -1.400 0.402
C 4.772 -2.094 -0.438
C 3.408 -1.764 -0.467
N 2.941 -0.793 0.318
C 2.428 -2.511 -1.268
C 2.795 -3.645 -2.000
C 1.828 -4.341 -2.695
C 0.513 -3.909 -2.624
C 0.217 -2.791 -1.848
C -1.185 -2.289 -1.720
N 1.153 -2.112 -1.210
H 1.930 4.852 1.298
H 0.387 4.238 1.892
H 1.059 3.649 0.346
H 2.094 3.969 3.940
H 3.385 2.197 5.120
H 4.127 0.207 3.810
H 5.725 0.109 1.936
H 6.685 -1.595 0.389
H 5.174 -2.863 -1.077
H 3.821 -3.971 -2.034
H 2.097 -5.205 -3.291
H -0.272 -4.414 -3.167
H -1.404 -1.588 -2.524
H -1.289 -1.773 -0.770
H -1.905 -3.101 -1.770
N -4.794 -5.176 7.502
C -4.135 -4.651 6.720
C -3.321 -4.010 5.763
C -3.802 -3.780 4.472
C -2.999 -3.152 3.540
C -1.709 -2.743 3.874
C -1.237 -2.979 5.165
C -2.029 -3.601 6.105
C -0.789 -2.118 2.887
C 0.127 -3.001 2.338
C 0.052 -4.430 2.483
C 1.175 -4.933 1.899
C 1.904 -3.797 1.447
N 1.289 -2.666 1.681
C -0.918 -0.731 2.715
C -1.711 0.082 3.575
C -1.619 1.367 3.098
C -0.812 1.288 1.952
N -0.382 0.055 1.723
H -4.803 -4.104 4.220
H -3.363 -2.989 2.536
H -0.233 -2.666 5.417
H -1.662 -3.777 7.107
H -0.759 -4.974 2.935
H 1.474 -5.962 1.797
H 2.879 -3.822 0.990
H -2.237 -0.261 4.447
H -2.067 2.261 3.490
H -0.571 2.100 1.290
C 4.641 1.113 -4.169
C 3.402 1.297 -3.325
S 2.631 -0.181 -2.847
C 2.961 2.531 -2.981
C 3.644 3.798 -3.418
S 1.597 2.847 -1.972
H 4.876 0.053 -4.246
H 5.500 1.630 -3.737
H 4.479 1.499 -5.179
H 4.490 3.629 -4.078
H 3.984 4.344 -2.537
H 2.919 4.429 -3.933
C -0.793 1.783 -6.133
C -0.107 0.875 -5.344
C -0.411 0.764 -3.999
C -1.398 1.550 -3.412
C -2.095 2.439 -4.227
C -1.795 2.557 -5.572
Si -1.746 1.457 -1.542
C -2.250 3.181 -0.894
C -1.505 4.310 -1.236
C -1.818 5.558 -0.728
C -2.892 5.712 0.135
C -3.658 4.606 0.465
C -3.340 3.359 -0.040
C -3.224 0.289 -1.254
C -3.968 -0.196 -2.327
C -5.059 -1.021 -2.123
C -5.434 -1.373 -0.837
C -4.701 -0.905 0.241
C -3.603 -0.093 0.031
H -0.547 1.885 -7.182
H 0.674 0.257 -5.767
H 0.158 0.076 -3.389
H -2.878 3.048 -3.796
H -2.338 3.265 -6.183
H -0.663 4.204 -1.904
H -1.218 6.415 -1.000
H -3.129 6.685 0.548
H -4.504 4.718 1.130
H -3.944 2.507 0.232
H -3.687 0.082 -3.333
H -5.626 -1.386 -2.969
H -6.289 -2.017 -0.679
H -4.990 -1.167 1.250
H -3.021 0.246 0.873
```

These are the Löwdin partial charges, in e, on atoms 1 to 6: 0.71, -0.05, -0.32, -0.02, -0.05, -0.02



[12]
C34H71HfN6OPS | ωB97M-V/def2-TZVPD

- net charge = +4
- HOMO energy (eV) = -19.6

```
115
C34H71HfN6OPS (ωB97M-V/def2-TZVPD)
Hf 0.168 -0.246 -1.826
C -0.181 1.674 -4.657
C 1.127 2.119 -4.027
N 1.343 1.620 -2.612
C 1.132 2.717 -1.618
C -0.322 2.972 -1.474
N -1.003 1.716 -1.052
C -2.487 1.956 -1.059
C -3.203 1.305 -2.207
C -3.393 -0.169 -1.994
N -2.129 -1.020 -1.889
C -2.199 -2.047 -2.965
C -1.747 -1.409 -4.244
N -0.380 -0.787 -4.098
C -0.160 0.249 -5.180
H -0.416 2.348 -5.479
H -0.993 1.780 -3.934
H 1.192 3.204 -4.011
H 1.963 1.774 -4.633
H 2.321 1.389 -2.535
H 1.640 3.632 -1.922
H 1.562 2.396 -0.669
H -0.768 3.310 -2.408
H -0.487 3.766 -0.747
H -0.763 1.585 -0.076
H -2.651 3.032 -1.063
H -2.889 1.581 -0.116
H -2.704 1.508 -3.158
H -4.197 1.748 -2.296
H -3.988 -0.572 -2.809
H -3.962 -0.338 -1.078
H -2.213 -1.502 -0.997
H -3.214 -2.418 -3.089
H -1.619 -2.916 -2.679
H -2.440 -0.617 -4.530
H -1.751 -2.140 -5.050
H 0.271 -1.525 -4.306
H -0.923 0.119 -5.943
H 0.794 0.034 -5.665
C 1.994 -3.140 -2.976
C 2.457 -2.163 -4.025
N 2.480 -0.785 -3.509
C 3.782 -0.463 -2.879
C 3.945 -1.032 -1.479
S 2.451 -0.871 -0.469
C 1.990 -2.608 -0.073
C 0.799 -3.160 -0.837
N 0.792 -2.645 -2.235
H 2.784 -3.354 -2.265
H 1.753 -4.088 -3.456
H 1.811 -2.202 -4.907
H 3.440 -2.472 -4.384
H 2.432 -0.191 -4.327
H 3.906 0.621 -2.853
H 4.604 -0.828 -3.495
H 4.718 -0.479 -0.949
H 4.250 -2.076 -1.480
H 1.750 -2.628 0.978
H 2.896 -3.195 -0.206
H -0.129 -2.858 -0.352
H 0.840 -4.249 -0.809
H 0.013 -3.108 -2.680
O 0.017 -0.422 0.399
P -0.103 -0.276 1.976
C -1.749 -0.950 2.457
C -2.572 -1.428 1.246
C -3.964 -1.866 1.700
C -4.787 -0.657 2.167
C -3.893 0.454 2.744
C -2.646 -0.118 3.433
C 0.190 1.421 2.511
C -0.871 2.473 2.129
C -0.710 3.715 3.031
C 0.760 3.954 3.410
C 1.684 3.488 2.286
C 1.576 1.958 2.068
C 1.017 -1.293 2.976
C 2.557 -1.100 2.952
C 3.160 -1.871 4.133
C 2.812 -1.174 5.465
C 1.489 -0.396 5.348
C 0.492 -1.143 4.461
H -1.446 -1.853 2.990
H -2.048 -2.268 0.771
H -2.661 -0.610 0.518
H -3.845 -2.588 2.515
H -4.485 -2.399 0.904
H -5.506 -0.981 2.918
H -5.377 -0.256 1.337
H -4.458 1.043 3.468
H -3.605 1.146 1.950
H -2.979 -0.785 4.229
H -2.083 0.673 3.929
H 0.193 1.323 3.605
H -1.885 2.097 2.208
H -0.701 2.784 1.088
H -1.322 3.591 3.929
H -1.105 4.588 2.505
H 1.017 3.424 4.335
H 0.919 5.011 3.615
H 2.719 3.738 2.516
H 1.428 4.032 1.366
H 2.368 1.463 2.623
H 1.742 1.713 1.014
H 0.787 -2.317 2.650
H 2.831 -0.051 3.046
H 3.015 -1.455 2.033
H 4.240 -1.938 4.006
H 2.781 -2.899 4.123
H 3.614 -0.494 5.751
H 2.733 -1.914 6.260
H 1.677 0.610 4.951
H 1.038 -0.257 6.330
H -0.481 -0.648 4.521
H 0.334 -2.147 4.863
```

These are the Löwdin partial charges, in e, on atoms 1 to 6: 1.81, -0.15, -0.13, -0.14, -0.16, -0.17